# 1
DFT (ωB97M-V/def2-TZVPD) results for a structure of composition C46H27I4LiN4O2.

Properties
Total charge: -2
LUMO energy (alpha / beta) in eV: 2.876 / 2.876

```
84
Properties=species:S:1:pos:R:3:mulliken_charge:R:1
Li 0.03774 -0.56663 -0.44738 0.91
I -7.17265 -1.82050 -6.95629 -0.01
C -5.74002 -0.98025 -5.60986 -0.25
C -6.15846 -0.52234 -4.34145 -0.53
C -5.22392 -0.10263 -3.42861 -0.39
C -3.81474 -0.32806 -3.57831 0.33
C -3.40358 -0.61468 -4.85400 -0.40
C -4.33943 -1.03547 -5.84001 -0.42
C -2.80200 -0.10189 -2.51658 0.68
C -2.95580 -0.58530 -1.16615 0.55
C -4.26362 -0.79248 -0.50928 -1.08
C -4.05003 -1.16467 0.77285 -1.09
C -2.58003 -1.18478 0.95001 0.43
C -1.96422 -1.61845 2.15798 1.05
C -2.82628 -2.01965 3.30322 0.24
C -2.65636 -3.21937 4.04352 -0.84
C -3.29564 -3.49782 5.24462 -0.46
C -4.13652 -2.50985 5.84218 -0.11
I -5.36514 -2.85053 7.51147 -0.01
C -4.51799 -1.40238 5.03337 -0.59
C -3.90123 -1.21007 3.78463 -0.76
C -0.58220 -1.84699 2.29808 0.06
N 0.34854 -1.39694 1.41377 -0.32
C 1.59477 -1.73998 1.89833 0.16
C 2.85829 -1.44016 1.30463 1.04
C 3.98929 -2.28293 1.86763 0.10
C 5.17691 -1.63455 2.31165 -0.43
C 6.28594 -2.38439 2.72596 -0.70
C 6.29745 -3.79687 2.55682 -0.10
I 7.94690 -5.08227 2.97034 -0.02
C 5.13038 -4.45645 2.10700 -0.72
C 3.97007 -3.69341 1.83560 0.00
C 2.98871 -0.37976 0.34169 0.37
C 4.23420 0.29152 -0.02927 -1.25
C 3.95308 1.13373 -1.04589 -0.92
C 2.52596 0.97179 -1.35541 -0.07
N 1.95190 0.06886 -0.46604 -0.42
C 1.82524 1.76783 -2.32801 1.17
C 0.50459 1.40948 -2.72095 0.45
C -0.20805 2.14337 -3.77241 -1.22
C -1.43495 1.59512 -3.91502 -0.89
C -1.56289 0.58577 -2.85843 -0.30
N -0.37543 0.48502 -2.16564 -0.45
C 2.50131 2.93774 -2.96444 -0.35
C 2.14902 4.25115 -2.56730 -0.15
C 2.82819 5.35287 -3.07295 -0.71
C 3.79296 5.17379 -4.07584 0.04
I 4.86214 6.88467 -4.71033 0.00
C 4.13647 3.86675 -4.51414 -0.51
C 3.54251 2.78898 -3.93058 -0.13
C 1.41318 -2.41859 3.20956 -1.04
C 0.08086 -2.44693 3.49621 -1.29
N -1.98768 -0.90770 -0.31638 -0.44
H -7.22983 -0.49369 -4.15954 0.37
H -5.60701 0.46812 -2.58754 0.56
H -2.33219 -0.61021 -5.07894 0.51
H -3.94835 -1.42604 -6.81230 0.29
H -5.23591 -0.73577 -1.07895 0.21
H -4.77526 -1.57367 1.49043 0.62
H -1.94907 -3.90839 3.68177 0.95
H -3.15499 -4.49619 5.70192 0.33
H -5.15145 -0.63357 5.50090 0.31
H -4.29686 -0.41765 3.14467 0.60
H 5.19102 -0.57824 2.36259 0.65
H 7.15706 -1.86598 3.07673 0.42
H 5.06115 -5.54067 1.95884 0.32
H 3.00570 -4.09489 1.48314 0.43
H 5.17502 0.20895 0.53345 0.18
H 4.59612 1.87485 -1.53934 0.42
H 0.15842 2.95785 -4.39273 0.41
H -2.17622 1.86709 -4.63951 0.51
H 1.32127 4.32889 -1.84348 0.54
H 2.54506 6.35660 -2.74907 0.37
H 4.96853 3.74572 -5.21870 0.31
H 3.89172 1.78539 -4.18534 0.43
H 2.16556 -2.81908 3.85055 0.46
H -0.42295 -2.91635 4.36219 0.51
C -0.02207 4.35716 4.33978 -0.87
O -0.07368 4.90479 2.95957 0.79
C 0.73134 4.37682 2.09613 -2.34
O 0.76747 4.56100 0.94047 0.55
H -0.18274 5.19734 4.99674 0.25
H 0.97921 3.85286 4.50197 0.37
H -0.76378 3.59426 4.37942 0.29
```

---

# 2
DFT (ωB97M-V/def2-TZVPD) results for a cluster of 7 separate species, C28H42O21 in total.

Properties
SMILES string: C[C@H]1COC(=O)O1.C[C@H]1COC(=O)O1.C[C@H]1COC(=O)O1.C[C@H]1COC(=O)O1.C[C@H]1COC(=O)O1.C[C@H]1COC(=O)O1.C[C@H]1COC(=O)O1
LUMO energy in eV: -0.422

```
91
Properties=species:S:1:pos:R:3:mulliken_charge:R:1
C -3.53034 3.75782 1.28336 -1.19
C -2.78229 4.90893 1.90276 0.38
C -2.56101 4.72329 3.37014 -0.38
O -1.17250 4.67615 3.41803 -0.36
C -0.63128 4.86820 2.20260 0.66
O 0.57535 4.77849 1.95002 -0.60
O -1.55122 5.01919 1.31596 -0.24
H -2.94299 2.85718 1.46217 0.14
H -3.65167 3.93268 0.21434 0.33
H -4.43803 3.74310 1.88666 0.41
H -3.29070 5.84184 1.65926 0.31
H -2.90659 3.79743 3.82999 0.28
H -2.95591 5.58782 3.90375 0.29
C 2.71486 -2.72010 2.86607 -0.91
C 2.88489 -4.10458 2.21332 0.47
C 4.31299 -4.43614 1.82982 -0.46
O 4.67205 -5.48109 2.61450 -0.35
C 3.68527 -6.00869 3.28914 0.66
O 3.76422 -6.91696 4.10341 -0.56
O 2.65747 -5.17780 3.17298 -0.40
H 3.41658 -2.61045 3.69291 0.43
H 1.73507 -2.57808 3.32208 -0.03
H 2.79794 -1.97707 2.07291 0.22
H 2.19162 -4.33820 1.40530 0.36
H 4.97245 -3.58443 1.99660 0.31
H 4.36383 -4.70792 0.77547 0.28
C -1.51675 -1.75751 -2.80903 -1.41
C -2.78040 -1.00667 -2.39252 0.85
C -3.84077 -1.07428 -3.49130 -0.25
O -5.00138 -1.46547 -2.71303 -0.35
C -4.61378 -1.87685 -1.47645 0.58
O -5.35252 -2.41965 -0.67193 -0.59
O -3.34264 -1.64446 -1.25557 -0.33
H -0.93737 -1.12255 -3.47930 0.38
H -1.70359 -2.78824 -3.11034 0.47
H -0.86070 -1.81208 -1.94029 0.05
H -2.55327 0.00385 -2.05289 0.04
H -3.68925 -1.71501 -4.35998 0.29
H -4.05599 -0.03881 -3.75506 0.24
C -1.26620 3.18218 -3.82815 -1.05
C -1.66540 4.62266 -4.13912 0.28
C -1.46771 5.59794 -2.91390 -0.14
O -0.19134 6.11057 -3.25675 -0.37
C 0.13752 5.88226 -4.55597 0.65
O 0.99817 6.42533 -5.19929 -0.55
O -0.82008 5.15027 -5.12068 -0.40
H -1.41879 2.83770 -2.80533 0.15
H -0.19536 3.04783 -3.98093 0.31
H -1.91937 2.48779 -4.35663 0.35
H -2.63928 4.76981 -4.60602 0.45
H -1.25609 5.12698 -1.95394 0.10
H -2.17113 6.42034 -2.78367 0.22
C -0.68802 -0.26320 1.07988 -1.20
C 0.45307 0.41235 0.31095 0.38
C 1.67926 -0.45579 0.01561 -0.23
O 1.84440 -0.28363 -1.38164 -0.43
C 0.89071 0.53708 -1.88571 0.36
O 0.74875 0.81585 -3.04577 -0.46
O 0.04018 0.87058 -0.92056 -0.15
H -1.61837 0.28238 1.23759 0.26
H -0.27775 -0.65112 2.01224 0.29
H -0.97161 -1.10789 0.45204 0.25
H 0.71405 1.33849 0.82307 0.34
H 1.45124 -1.51692 0.11614 0.23
H 2.56845 -0.10950 0.54241 0.36
C -1.71300 -2.66718 4.21242 -0.96
C -1.66259 -2.98060 5.70676 0.37
C -3.01705 -2.82351 6.39991 -0.42
O -3.23482 -4.09946 6.96798 -0.34
C -2.27528 -4.95092 6.67026 0.62
O -2.22603 -6.07481 7.10286 -0.55
O -1.38957 -4.34842 5.83651 -0.30
H -0.65812 -2.74561 3.94942 -0.13
H -1.96459 -1.61943 4.04806 0.39
H -2.45198 -3.29420 3.71356 0.38
H -0.93080 -2.36414 6.22882 0.31
H -3.80094 -2.48145 5.72418 0.31
H -2.78326 -2.06366 7.14561 0.30
C 3.50167 -0.95270 -4.75607 -1.40
C 4.37246 -0.20390 -3.69218 1.03
C 5.67645 -0.95034 -3.32750 -0.32
O 6.61085 0.13912 -3.25971 -0.37
C 6.15927 1.22634 -3.95978 0.64
O 6.68981 2.28936 -4.12406 -0.53
O 4.89475 0.96768 -4.35803 -0.35
H 2.48911 -0.54930 -4.76542 0.19
H 3.49346 -2.01178 -4.49843 0.39
H 3.87002 -0.91086 -5.78109 0.42
H 3.71825 -0.07910 -2.82932 -0.27
H 6.00851 -1.65591 -4.08908 0.26
H 5.58279 -1.45862 -2.36782 0.30
```